{"formula": "C58H57AsAuN3OP2", "method": "wB97M-V/def2-TZVPD", "species": ["Au", "C", "C", "C", "C", "C", "C", "P", "C", "C", "C", "C", "C", "C", "C", "C", "C", "C", "C", "C", "C", "C", "C", "C", "H", "H", "H", "H", "H", "H", "H", "H", "H", "H", "H", "H", "H", "H", "H", "H", "C", "C", "As", "C", "C", "C", "C", "C", "C", "C", "C", "C", "C", "C", "C", "P", "C", "C", "C", "C", "C", "C", "C", "C", "C", "C", "C", "C", "H", "H", "H", "H", "H", "H", "H", "H", "H", "H", "H", "H", "H", "H", "H", "H", "H", "H", "H", "H", "H", "H", "H", "H", "C", "C", "C", "C", "C", "H", "H", "H", "H", "H", "H", "H", "H", "H", "H", "C", "N", "C", "C", "C", "N", "C", "O", "N", "H", "H", "H", "H", "H", "H", "H"], "xyz": [[-0.30, -0.40, 0.60], [0.03, -5.24, 5.15], [0.60, -4.95, 3.92], [0.23, -3.81, 3.24], [-0.72, -2.94, 3.77], [-1.29, -3.23, 5.02], [-0.91, -4.38, 5.69], [-0.90, -1.34, 2.89], [-2.40, -0.62, 3.60], [-2.44, 0.75, 3.80], [-3.54, 1.33, 4.41], [-4.60, 0.54, 4.81], [-4.58, -0.82, 4.57], [-3.50, -1.40, 3.94], [0.39, -0.39, 3.72], [0.41, -0.32, 5.11], [1.48, 0.29, 5.75], [2.54, 0.79, 5.03], [2.57, 0.70, 3.62], [3.67, 1.14, 2.86], [3.69, 0.98, 1.50], [2.58, 0.44, 0.85], [1.46, 0.04, 1.54], [1.46, 0.11, 2.95], [0.33, -6.12, 5.70], [1.35, -5.62, 3.50], [0.69, -3.56, 2.29], [-2.01, -2.57, 5.47], [-1.36, -4.60, 6.66], [-1.59, 1.35, 3.50], [-3.56, 2.40, 4.57], [-5.44, 0.99, 5.32], [-5.41, -1.44, 4.89], [-3.50, -2.46, 3.72], [-0.40, -0.73, 5.69], [1.49, 0.36, 6.83], [3.38, 1.25, 5.53], [4.51, 1.58, 3.38], [4.54, 1.29, 0.91], [2.61, 0.35, -0.24], [2.60, 3.21, -1.91], [3.38, 2.55, -3.04], [4.16, 0.85, -2.37], [3.02, -0.48, -3.24], [2.77, -1.65, -2.53], [2.01, -2.67, -3.08], [1.49, -2.53, -4.35], [1.73, -1.37, -5.07], [2.50, -0.36, -4.52], [5.68, 0.73, -3.60], [5.65, 1.09, -4.94], [6.77, 0.95, -5.74], [7.94, 0.46, -5.21], [8.00, 0.11, -3.87], [6.87, 0.24, -3.08], [1.07, 2.22, -1.52], [-0.01, 2.98, -2.80], [-0.12, 2.32, -4.02], [-0.88, 2.85, -5.04], [-1.56, 4.04, -4.84], [-1.47, 4.70, -3.63], [-0.69, 4.18, -2.61], [0.45, 3.09, -0.03], [1.23, 3.91, 0.78], [0.70, 4.44, 1.95], [-0.61, 4.17, 2.32], [-1.39, 3.35, 1.51], [-0.86, 2.82, 0.35], [2.33, 4.25, -2.15], [3.22, 3.21, -1.01], [4.21, 3.20, -3.35], [2.74, 2.40, -3.91], [3.18, -1.75, -1.53], [1.82, -3.57, -2.51], [0.89, -3.32, -4.78], [1.32, -1.26, -6.07], [2.68, 0.53, -5.11], [4.74, 1.49, -5.37], [6.72, 1.23, -6.78], [8.82, 0.35, -5.83], [8.92, -0.26, -3.44], [6.91, -0.03, -2.03], [0.38, 1.37, -4.15], [-0.96, 2.33, -5.99], [-2.18, 4.46, -5.63], [-2.00, 5.63, -3.48], [-0.62, 4.70, -1.66], [2.24, 4.15, 0.52], [1.31, 5.09, 2.56], [-1.02, 4.60, 3.22], [-2.42, 3.14, 1.77], [-1.48, 2.21, -0.29], [-1.04, -1.49, -2.55], [-2.32, -0.93, -1.93], [-2.64, 0.40, -2.63], [-3.46, -1.91, -2.23], [-2.18, -0.64, -0.39], [-1.16, -1.54, -3.64], [-0.83, -2.49, -2.20], [-0.19, -0.84, -2.34], [-2.66, 0.25, -3.72], [-1.86, 1.13, -2.42], [-3.59, 0.80, -2.32], [-3.61, -1.99, -3.30], [-4.40, -1.58, -1.78], [-3.23, -2.91, -1.85], [-2.65, 0.34, -0.24], [-6.42, -1.23, 1.86], [-5.17, -1.80, 1.43], [-4.92, -3.14, 1.60], [-3.70, -3.65, 1.23], [-2.76, -2.83, 0.63], [-3.06, -1.50, 0.40], [-4.26, -0.95, 0.83], [-4.52, 0.23, 0.69], [-1.59, -3.34, 0.13], [-7.18, -1.33, 1.07], [-6.27, -0.18, 2.07], [-6.77, -1.75, 2.75], [-5.70, -3.72, 2.06], [-3.49, -4.70, 1.37], [-1.25, -4.17, 0.60], [-0.88, -2.64, -0.07]]}


{"formula": "C58H62BrClF11NO8P", "method": "wB97M-V/def2-TZVPD", "charge": 1, "species": ["C", "C", "C", "N", "C", "C", "C", "C", "O", "C", "C", "O", "C", "Br", "C", "C", "C", "C", "C", "C", "F", "F", "F", "C", "F", "F", "F", "C", "Cl", "P", "O", "O", "C", "C", "C", "O", "O", "O", "C", "O", "C", "C", "C", "C", "C", "C", "H", "H", "H", "H", "H", "H", "H", "H", "H", "H", "H", "H", "H", "H", "H", "H", "H", "H", "H", "H", "H", "H", "H", "H", "H", "H", "H", "H", "H", "H", "H", "H", "H", "H", "H", "H", "H", "F", "C", "C", "C", "C", "C", "C", "H", "H", "H", "H", "H", "F", "C", "C", "C", "C", "C", "C", "H", "H", "H", "H", "H", "F", "C", "C", "C", "C", "C", "C", "H", "H", "H", "H", "H", "F", "C", "C", "C", "C", "C", "C", "H", "H", "H", "H", "H", "F", "C", "C", "C", "C", "C", "C", "H", "H", "H", "H", "H"], "xyz": [[3.13, 1.30, 1.84], [1.85, 2.10, 1.59], [0.46, 1.43, 1.47], [0.18, 1.08, 0.05], [1.01, -0.11, -0.35], [-1.29, 1.08, -0.32], [-1.70, 2.58, -0.22], [-2.81, 3.17, -1.07], [-2.29, 3.79, -2.25], [-3.23, 4.55, -2.90], [-3.49, 4.11, -4.30], [-3.76, 5.48, -2.38], [-1.21, 0.68, -1.84], [-2.85, 0.34, -2.87], [-0.38, 1.67, -2.72], [0.74, 0.96, -3.51], [-2.09, 0.14, 0.68], [-1.87, -1.35, 0.26], [-3.01, -2.38, 0.35], [-2.49, -3.79, 0.05], [-1.25, -3.82, -0.46], [-2.52, -4.59, 1.13], [-3.29, -4.38, -0.86], [-3.62, 0.41, 0.70], [-3.97, 1.69, 0.85], [-4.21, -0.25, 1.71], [-4.23, -0.01, -0.41], [-1.60, 0.20, 2.25], [-2.41, 1.54, 3.12], [-2.05, -1.21, 3.36], [-1.58, -2.74, 2.99], [-3.44, -1.08, 4.19], [-0.02, 0.40, 2.51], [0.31, 1.09, 3.86], [-0.10, 0.43, 5.16], [0.13, -0.68, 5.48], [-0.78, 1.28, 6.02], [0.54, -0.90, 2.47], [1.80, -1.29, 2.82], [2.40, -0.95, 3.78], [2.35, -2.29, 1.87], [1.51, -3.21, 1.23], [2.05, -4.17, 0.38], [3.43, -4.21, 0.16], [4.26, -3.30, 0.81], [3.73, -2.34, 1.66], [3.36, 1.29, 2.90], [3.96, 1.83, 1.40], [3.19, 0.28, 1.49], [2.00, 2.72, 0.70], [1.79, 2.85, 2.37], [-0.18, 2.27, 1.74], [0.63, 1.85, -0.44], [1.61, 0.13, -1.22], [0.45, -1.00, -0.59], [1.71, -0.39, 0.42], [-0.85, 3.25, -0.33], [-2.01, 2.75, 0.80], [-3.65, 2.51, -1.29], [-3.26, 3.97, -0.49], [-4.05, 3.18, -4.31], [-3.96, 4.89, -4.87], [-2.52, 3.92, -4.76], [-0.74, -0.27, -2.03], [-1.01, 2.12, -3.47], [0.05, 2.51, -2.17], [0.47, -0.06, -3.76], [0.86, 1.47, -4.46], [1.71, 1.01, -3.02], [-1.00, -1.76, 0.76], [-1.59, -1.42, -0.78], [-3.77, -2.23, -0.41], [-3.53, -2.45, 1.29], [-2.26, -3.41, 3.17], [-3.21, -1.10, 5.12], [0.07, 2.14, 3.85], [1.40, 1.10, 3.95], [-0.13, 1.89, 6.40], [0.46, -3.16, 1.45], [1.40, -4.88, -0.10], [3.82, -4.98, -0.48], [5.33, -3.35, 0.66], [4.37, -1.65, 2.19], [5.08, 2.85, 3.43], [6.43, 2.84, 3.34], [7.04, 1.76, 2.74], [8.42, 1.74, 2.64], [9.17, 2.80, 3.14], [8.53, 3.88, 3.74], [7.15, 3.91, 3.84], [6.44, 0.95, 2.36], [8.91, 0.91, 2.16], [10.25, 2.78, 3.06], [9.11, 4.70, 4.14], [6.63, 4.74, 4.30], [-5.37, 3.92, -6.52], [-6.66, 4.13, -6.16], [-7.06, 3.92, -4.86], [-8.38, 4.15, -4.51], [-9.29, 4.58, -5.47], [-8.87, 4.79, -6.78], [-7.55, 4.57, -7.13], [-6.34, 3.57, -4.12], [-8.70, 3.99, -3.49], [-10.32, 4.76, -5.19], [-9.57, 5.12, -7.52], [-7.20, 4.73, -8.14], [7.27, -0.39, 0.49], [8.13, -0.39, -0.57], [7.70, 0.14, -1.76], [8.58, 0.15, -2.84], [9.86, -0.39, -2.70], [10.26, -0.92, -1.48], [9.39, -0.92, -0.40], [6.71, 0.55, -1.85], [8.27, 0.57, -3.78], [10.54, -0.39, -3.54], [11.25, -1.34, -1.37], [9.68, -1.33, 0.56], [-1.88, -6.98, 8.38], [-1.42, -5.86, 7.80], [-2.29, -5.07, 7.07], [-1.80, -3.91, 6.48], [-0.46, -3.56, 6.60], [0.40, -4.38, 7.33], [-0.08, -5.54, 7.94], [-3.33, -5.36, 6.99], [-2.48, -3.28, 5.92], [-0.08, -2.66, 6.14], [1.44, -4.12, 7.43], [0.57, -6.18, 8.51], [-2.22, -2.35, -5.72], [-3.51, -2.63, -6.05], [-3.77, -3.70, -6.87], [-5.09, -3.98, -7.20], [-6.12, -3.19, -6.70], [-5.83, -2.11, -5.87], [-4.51, -1.83, -5.54], [-2.96, -4.30, -7.25], [-5.32, -4.82, -7.84], [-7.14, -3.41, -6.96], [-6.62, -1.49, -5.49], [-4.25, -1.00, -4.89]]}


{"formula": "C58H62BrF17N2O3", "method": "wB97M-V/def2-TZVPD", "smiles": "[H]/N=C(/C)C[C@@](CCCCCN)(C[C@@H](C)Br)O[C@H](C(F)(F)F)[C@](CCC(F)(F)C(F)(F)C(F)(F)C(F)(F)F)(OCO)c1ccccc1.Fc1ccccc1.Fc1ccccc1.Fc1ccccc1.Fc1ccccc1.Fc1ccccc1", "species": ["H", "N", "C", "C", "C", "C", "C", "C", "C", "C", "C", "N", "C", "C", "C", "Br", "O", "C", "C", "F", "F", "F", "C", "C", "C", "C", "F", "F", "C", "F", "F", "C", "F", "F", "C", "F", "F", "F", "O", "C", "O", "C", "C", "C", "C", "C", "C", "H", "H", "H", "H", "H", "H", "H", "H", "H", "H", "H", "H", "H", "H", "H", "H", "H", "H", "H", "H", "H", "H", "H", "H", "H", "H", "H", "H", "H", "H", "H", "H", "H", "H", "H", "H", "F", "C", "C", "C", "C", "C", "C", "H", "H", "H", "H", "H", "F", "C", "C", "C", "C", "C", "C", "H", "H", "H", "H", "H", "F", "C", "C", "C", "C", "C", "C", "H", "H", "H", "H", "H", "F", "C", "C", "C", "C", "C", "C", "H", "H", "H", "H", "H", "F", "C", "C", "C", "C", "C", "C", "H", "H", "H", "H", "H"], "xyz": [[8.08, -3.18, -1.85], [7.71, -3.74, -1.07], [6.64, -3.15, -0.55], [6.01, -3.93, 0.73], [6.07, -1.77, -1.07], [4.89, -1.87, -2.22], [5.11, -0.42, -2.95], [5.21, 0.83, -1.97], [4.03, 1.07, -0.93], [4.52, 1.15, 0.63], [3.59, 2.07, 1.54], [3.79, 1.60, 2.97], [5.40, -2.93, -3.29], [5.02, -4.45, -3.26], [4.49, -5.16, -1.95], [3.73, -4.95, -4.75], [3.68, -2.04, -1.52], [2.46, -2.34, -2.16], [1.96, -1.41, -3.35], [0.60, -1.65, -3.77], [2.69, -1.83, -4.53], [2.02, -0.02, -3.13], [1.37, -2.56, -0.95], [0.53, -1.23, -0.64], [-0.77, -1.47, 0.32], [-1.43, -0.10, 0.82], [-1.93, -0.37, 2.15], [-0.52, 0.97, 0.97], [-2.58, 0.39, -0.18], [-2.32, 0.14, -1.55], [-2.64, 1.83, -0.05], [-4.06, -0.13, 0.15], [-4.58, 0.37, 1.38], [-4.91, 0.43, -0.86], [-4.26, -1.72, 0.05], [-5.66, -1.99, 0.17], [-3.90, -2.25, -1.23], [-3.64, -2.45, 1.09], [2.18, -3.06, 0.14], [2.28, -2.24, 1.29], [3.34, -2.81, 2.13], [0.43, -3.86, -1.23], [0.13, -4.49, -2.60], [-0.76, -5.76, -2.78], [-1.41, -6.46, -1.57], [-1.10, -5.89, -0.17], [-0.22, -4.64, -0.02], [6.06, -3.16, 1.59], [6.65, -4.81, 1.05], [4.91, -4.18, 0.57], [6.96, -1.20, -1.53], [5.59, -1.22, -0.20], [6.16, -0.53, -3.42], [4.41, -0.23, -3.82], [5.23, 1.77, -2.66], [6.21, 0.92, -1.39], [3.58, 2.12, -1.12], [3.16, 0.35, -0.95], [4.46, 0.08, 1.07], [5.61, 1.53, 0.65], [2.49, 1.96, 1.24], [3.99, 3.14, 1.52], [3.74, 2.39, 3.63], [4.75, 1.23, 3.09], [5.11, -2.51, -4.33], [6.55, -2.85, -3.29], [5.97, -5.04, -3.57], [5.40, -5.57, -1.37], [3.90, -6.10, -2.28], [3.78, -4.57, -1.28], [2.56, -3.40, -2.63], [1.18, -0.35, -0.26], [0.03, -0.77, -1.57], [-1.55, -1.95, -0.38], [-0.59, -2.23, 1.15], [2.63, -1.15, 1.11], [1.37, -2.17, 1.97], [2.87, -3.37, 2.79], [0.59, -4.07, -3.55], [-0.92, -6.16, -3.84], [-2.05, -7.40, -1.71], [-1.56, -6.40, 0.75], [-0.03, -4.27, 1.05], [3.27, -1.03, 5.21], [2.19, -0.54, 5.85], [1.08, -0.15, 5.10], [-0.03, 0.36, 5.76], [-0.03, 0.48, 7.15], [1.09, 0.09, 7.88], [2.20, -0.43, 7.23], [1.10, -0.25, 4.03], [-0.91, 0.66, 5.19], [-0.90, 0.88, 7.66], [1.09, 0.19, 8.96], [3.08, -0.74, 7.78], [1.99, 4.08, 5.99], [0.92, 4.74, 6.46], [1.11, 5.96, 7.09], [0.00, 6.66, 7.57], [-1.28, 6.12, 7.41], [-1.45, 4.90, 6.77], [-0.34, 4.21, 6.29], [2.11, 6.36, 7.21], [0.13, 7.62, 8.06], [-2.14, 6.67, 7.78], [-2.44, 4.48, 6.65], [-0.46, 3.26, 5.78], [5.25, 3.77, -0.27], [6.45, 4.26, -0.63], [6.54, 5.09, -1.74], [7.77, 5.60, -2.12], [8.91, 5.26, -1.39], [8.81, 4.43, -0.28], [7.57, 3.93, 0.10], [5.64, 5.33, -2.30], [7.85, 6.25, -2.98], [9.88, 5.66, -1.69], [9.70, 4.17, 0.28], [7.48, 3.28, 0.97], [-10.98, 0.80, -2.73], [-9.78, 1.26, -3.10], [-9.67, 2.08, -4.21], [-8.43, 2.57, -4.59], [-7.29, 2.21, -3.86], [-7.41, 1.38, -2.75], [-8.65, 0.91, -2.36], [-10.57, 2.34, -4.77], [-8.34, 3.22, -5.46], [-6.32, 2.59, -4.17], [-6.52, 1.10, -2.19], [-8.76, 0.27, -1.50], [-17.50, 0.35, -2.88], [-16.30, 0.81, -3.26], [-16.20, 1.63, -4.37], [-14.95, 2.12, -4.75], [-13.82, 1.76, -4.02], [-13.93, 0.93, -2.91], [-15.18, 0.46, -2.52], [-17.09, 1.89, -4.93], [-14.86, 2.77, -5.61], [-12.85, 2.14, -4.32], [-13.05, 0.66, -2.35], [-15.28, -0.18, -1.65]]}


no.,E_HOMO (eV),total energy (eV)
1,-5.942,-150697.2891
2,-9.521,-200759.4886
3,-9.113,-186504.2018